Entry 1:
{
  "formula": "C40H95N7",
  "method": "wB97M-V/def2-TZVPD",
  "species": ["N", "C", "C", "C", "C", "H", "H", "H", "H", "H", "C", "C", "N", "C", "C", "C", "C", "H", "H", "H", "H", "H", "H", "H", "H", "H", "H", "H", "H", "H", "H", "H", "C", "C", "N", "C", "C", "C", "C", "H", "H", "H", "H", "H", "H", "H", "H", "H", "H", "H", "H", "H", "H", "H", "C", "C", "N", "C", "C", "C", "C", "H", "H", "H", "H", "H", "H", "H", "H", "H", "H", "H", "H", "H", "H", "H", "C", "C", "N", "C", "C", "C", "C", "H", "H", "H", "H", "H", "H", "H", "H", "H", "H", "H", "H", "H", "H", "H", "C", "C", "N", "C", "C", "C", "C", "H", "H", "H", "H", "H", "H", "H", "H", "H", "H", "H", "H", "H", "H", "H", "C", "C", "N", "C", "C", "C", "C", "H", "H", "H", "H", "H", "H", "H", "H", "H", "H", "H", "H", "H", "H", "H"],
  "xyz": [[-0.600, 1.408, -0.534], [-1.079, 0.252, -1.041], [-0.051, -0.624, -0.667], [1.110, 0.113, -0.285], [0.702, 1.360, -0.210], [-1.203, 2.215, -0.461], [-2.109, 0.031, -1.277], [-0.118, -1.700, -0.719], [2.047, -0.390, -0.097], [1.188, 2.228, 0.212], [-5.171, -4.859, 3.137], [-3.768, -4.408, 2.669], [-3.681, -4.636, 1.262], [-2.282, -4.713, 0.861], [-1.532, -3.221, 0.948], [-4.510, -3.848, 0.404], [-4.652, -4.453, -0.981], [-5.295, -5.907, 2.866], [-6.021, -4.363, 2.668], [-5.324, -4.663, 4.199], [-3.628, -3.339, 2.832], [-3.088, -4.988, 3.292], [-2.108, -5.190, -0.104], [-1.775, -5.439, 1.497], [-1.785, -2.786, -0.019], [-0.473, -3.477, 0.956], [-1.654, -2.636, 1.860], [-5.569, -3.874, 0.661], [-4.380, -2.766, 0.364], [-5.249, -3.754, -1.567], [-3.697, -4.403, -1.504], [-5.107, -5.416, -1.211], [-3.282, 0.198, 2.062], [-4.807, -0.112, 2.465], [-5.729, 0.737, 1.688], [-7.041, 0.324, 2.182], [-7.520, -1.106, 1.896], [-5.575, 2.146, 1.957], [-6.401, 2.965, 0.907], [-3.186, 0.195, 0.976], [-2.600, -0.567, 2.433], [-3.001, 1.185, 2.428], [-4.913, -1.183, 2.293], [-4.886, -0.004, 3.547], [-7.169, 0.538, 3.243], [-7.847, 0.826, 1.647], [-7.772, -1.252, 0.846], [-6.698, -1.777, 2.145], [-8.297, -1.358, 2.618], [-4.578, 2.583, 1.903], [-5.892, 2.458, 2.952], [-6.566, 3.999, 1.209], [-7.443, 2.700, 0.729], [-5.994, 3.034, -0.102], [0.272, 3.456, 3.532], [1.759, 3.234, 3.685], [2.368, 3.610, 2.396], [2.359, 5.044, 2.084], [1.936, 5.530, 0.738], [3.705, 2.965, 2.104], [3.888, 1.492, 2.518], [-0.203, 2.949, 4.372], [-0.120, 2.998, 2.624], [-0.138, 4.458, 3.656], [2.185, 3.781, 4.525], [1.909, 2.191, 3.966], [1.908, 5.701, 2.828], [3.380, 5.383, 2.260], [2.516, 5.020, -0.031], [0.929, 5.134, 0.610], [1.851, 6.611, 0.634], [4.462, 3.592, 2.577], [3.758, 3.061, 1.020], [4.112, 1.211, 3.547], [4.717, 1.221, 1.865], [2.989, 0.910, 2.316], [7.365, 0.310, -1.701], [6.890, 0.649, -3.114], [5.437, 0.880, -3.247], [4.890, 1.950, -2.380], [5.625, 3.348, -2.748], [4.471, -0.240, -2.946], [3.062, -0.245, -3.571], [7.354, 1.237, -1.128], [8.407, -0.002, -1.623], [6.719, -0.366, -1.140], [7.496, 1.456, -3.526], [7.073, -0.210, -3.761], [3.827, 2.161, -2.497], [5.021, 1.634, -1.345], [6.662, 3.437, -2.424], [5.598, 3.593, -3.810], [5.064, 4.114, -2.214], [4.368, -0.276, -1.862], [4.989, -1.121, -3.326], [3.113, -0.480, -4.634], [2.504, 0.690, -3.519], [2.350, -0.942, -3.129], [0.077, 4.255, -3.004], [-1.443, 4.023, -2.913], [-2.000, 3.735, -1.593], [-2.039, 5.058, -0.904], [-2.165, 4.987, 0.637], [-3.443, 3.364, -1.541], [-3.706, 2.017, -2.150], [0.516, 5.041, -2.388], [0.394, 4.291, -4.046], [0.523, 3.374, -2.542], [-1.992, 4.828, -3.402], [-1.620, 3.193, -3.598], [-2.948, 5.581, -1.199], [-1.282, 5.801, -1.159], [-3.162, 4.647, 0.919], [-2.145, 6.033, 0.943], [-1.347, 4.440, 1.106], [-3.982, 3.324, -0.594], [-4.046, 4.132, -2.025], [-4.028, 1.120, -1.620], [-4.504, 2.264, -2.849], [-2.917, 1.795, -2.870], [6.310, -5.554, -1.584], [4.935, -6.070, -2.157], [3.774, -5.698, -1.310], [3.479, -4.282, -1.583], [2.045, -3.884, -1.025], [4.019, -6.099, 0.055], [2.744, -6.110, 0.926], [6.313, -4.470, -1.697], [7.094, -5.809, -2.297], [6.659, -5.959, -0.634], [4.979, -5.878, -3.229], [5.054, -7.153, -2.140], [4.182, -3.455, -1.486], [3.401, -4.226, -2.669], [2.266, -3.521, -0.021], [1.619, -3.080, -1.625], [1.305, -4.684, -1.060], [4.646, -5.359, 0.552], [4.311, -7.149, 0.063], [2.920, -6.630, 1.868], [1.918, -6.547, 0.365], [2.517, -5.100, 1.267]],
  "mulliken_spin": [0.04, 0.20, -0.42, 0.44, -0.46, 0.02, 0.12, 0.05, -0.02, -0.06, 0.06, 0.01, -0.06, -0.01, -0.02, -0.26, 0.20, -0.01, 0.03, -0.02, 0.08, -0.08, 0.07, -0.01, 0.10, -0.01, 0.01, 0.03, 0.01, -0.02, -0.02, 0.00, -0.03, -0.09, -0.12, 0.00, 0.04, -0.04, 0.02, 0.09, -0.06, 0.07, 0.16, -0.08, -0.02, 0.07, -0.01, 0.04, -0.02, 0.12, -0.07, 0.00, -0.06, 0.12, 0.14, 0.08, -0.55, 0.13, -0.13, -0.05, 0.79, -0.11, 0.05, 0.06, -0.11, 0.08, 0.06, 0.03, 0.13, 0.06, -0.05, -0.07, 0.11, -0.03, -0.27, -0.01, 0.37, 0.07, 0.04, -0.70, 0.26, -0.10, 0.05, 0.06, -0.19, -0.04, 0.00, -0.08, 0.14, 0.17, -0.01, -0.01, -0.05, 0.19, -0.06, -0.03, 0.10, -0.04, 0.08, 0.07, -0.36, 0.11, -0.06, -0.18, 0.17, 0.07, -0.10, 0.03, -0.03, 0.03, -0.03, 0.05, 0.02, -0.03, 0.12, 0.19, -0.02, -0.08, 0.02, 0.05, 0.04, 0.05, -0.15, -0.18, 0.12, 0.18, 0.14, 0.06, -0.06, 0.00, -0.01, 0.02, -0.01, 0.11, 0.01, -0.06, 0.13, -0.05, 0.03, -0.16, 0.05, 0.01],
  "spin_multiplicity": 2,
  "e_tot_ev": -53443.188,
  "charge": -1,
  "lumo_ha": [0.0879, 0.0875],
  "s2": 0.751
}

Entry 2:
{
  "formula": "C41H100N10O10",
  "method": "wB97M-V/def2-TZVPD",
  "species": ["C", "N", "C", "C", "C", "C", "C", "C", "C", "C", "N", "C", "C", "C", "H", "H", "H", "H", "H", "H", "H", "H", "H", "H", "H", "H", "H", "H", "C", "C", "C", "O", "C", "N", "H", "H", "H", "H", "H", "H", "H", "H", "H", "H", "H", "H", "C", "C", "C", "O", "C", "N", "H", "H", "H", "H", "H", "H", "H", "H", "H", "H", "H", "H", "C", "C", "C", "O", "C", "N", "H", "H", "H", "H", "H", "H", "H", "H", "H", "H", "H", "H", "C", "C", "C", "O", "C", "N", "H", "H", "H", "H", "H", "H", "H", "H", "H", "H", "H", "H", "C", "C", "C", "O", "C", "N", "H", "H", "H", "H", "H", "H", "H", "H", "H", "H", "H", "H", "C", "C", "C", "O", "C", "N", "H", "H", "H", "H", "H", "H", "H", "H", "H", "H", "H", "H", "C", "N", "C", "C", "C", "C", "O", "H", "H", "H", "H", "H", "H", "H", "H", "H", "H", "H", "H", "H", "H", "N", "O", "O", "O"],
  "xyz": [[-8.321, -0.858, -2.605], [-9.442, 0.137, -2.563], [-9.187, 1.385, -2.115], [-10.174, 2.315, -2.200], [-11.422, 1.919, -2.695], [-11.658, 0.631, -3.120], [-10.600, -0.292, -3.013], [-12.459, 3.008, -2.818], [-12.500, 4.081, -1.942], [-13.311, 5.155, -2.145], [-14.069, 5.214, -3.300], [-14.116, 4.155, -4.113], [-13.382, 3.037, -3.906], [-14.620, 6.582, -3.719], [-7.409, -0.247, -2.912], [-8.461, -1.792, -3.201], [-8.287, -1.113, -1.538], [-8.173, 1.625, -1.751], [-9.867, 3.338, -2.052], [-12.646, 0.223, -3.443], [-10.608, -1.328, -3.339], [-11.854, 4.070, -1.039], [-13.265, 6.071, -1.532], [-14.953, 4.196, -4.816], [-13.528, 2.214, -4.638], [-13.990, 6.938, -4.571], [-14.523, 7.216, -2.815], [-15.643, 6.422, -4.026], [-1.955, -15.310, 6.661], [-0.604, -15.961, 6.777], [0.340, -15.221, 5.819], [1.449, -15.915, 5.294], [2.444, -15.198, 4.685], [-0.232, -15.905, 8.241], [0.619, -16.361, 8.560], [-0.160, -14.947, 8.585], [-0.977, -16.249, 8.887], [-2.408, -15.399, 5.680], [-1.844, -14.261, 6.842], [-2.731, -15.750, 7.344], [-0.678, -17.006, 6.486], [0.622, -14.242, 6.221], [-0.255, -15.001, 4.896], [3.380, -15.593, 5.017], [2.406, -14.117, 4.726], [2.277, -15.526, 3.610], [7.066, 5.765, -10.142], [5.786, 5.110, -10.754], [6.006, 4.283, -12.008], [4.894, 3.338, -12.176], [4.307, 3.215, -13.491], [4.969, 4.247, -9.865], [5.557, 3.515, -9.557], [4.536, 4.777, -9.073], [4.211, 3.853, -10.428], [7.618, 6.357, -10.871], [7.754, 5.058, -9.689], [6.694, 6.457, -9.362], [5.078, 5.904, -10.975], [6.849, 3.641, -11.942], [5.989, 5.039, -12.817], [4.877, 2.520, -14.102], [4.334, 4.223, -13.966], [3.265, 2.890, -13.351], [2.626, 0.864, 8.552], [3.652, -0.044, 9.253], [4.509, -0.851, 8.197], [3.741, -1.720, 7.516], [4.492, -2.686, 6.778], [4.628, 0.929, 9.898], [4.868, 1.672, 9.229], [4.234, 1.356, 10.761], [5.497, 0.528, 10.215], [1.718, 0.314, 8.170], [3.174, 1.283, 7.691], [2.331, 1.695, 9.223], [3.318, -0.652, 10.107], [5.250, -1.445, 8.813], [4.942, -0.109, 7.473], [5.395, -3.011, 7.346], [4.886, -2.260, 5.823], [3.848, -3.502, 6.560], [8.478, 2.009, 1.810], [9.678, 2.122, 0.918], [9.620, 1.696, -0.616], [10.721, 2.230, -1.231], [10.945, 2.092, -2.662], [10.258, 3.541, 0.845], [10.595, 3.953, 1.777], [11.075, 3.457, 0.237], [9.572, 4.225, 0.491], [8.775, 2.245, 2.830], [8.082, 0.989, 1.808], [7.687, 2.658, 1.535], [10.518, 1.499, 1.251], [8.716, 1.961, -1.163], [9.718, 0.637, -0.542], [11.413, 1.121, -2.854], [11.595, 2.899, -2.872], [10.042, 2.227, -3.198], [1.050, 6.305, -3.926], [1.834, 5.649, -2.804], [2.777, 6.488, -2.040], [3.145, 5.741, -0.822], [3.616, 6.554, 0.230], [0.838, 5.173, -1.734], [0.277, 5.975, -1.502], [0.201, 4.492, -2.134], [1.308, 4.922, -0.895], [0.403, 5.550, -4.342], [1.618, 6.866, -4.705], [0.390, 7.023, -3.459], [2.403, 4.793, -3.116], [2.348, 7.448, -1.698], [3.672, 6.698, -2.581], [2.764, 6.820, 0.828], [4.117, 7.446, -0.166], [4.341, 5.982, 0.835], [4.588, -11.437, -8.930], [3.249, -11.043, -8.645], [0.208, -4.775, -8.921], [0.142, -5.979, -9.229], [1.319, -6.748, -9.218], [2.113, -10.970, -9.715], [2.380, -10.217, -10.326], [2.018, -11.876, -10.122], [1.237, -10.810, -9.210], [4.748, -11.825, -9.912], [5.145, -11.834, -8.113], [4.991, -10.367, -9.279], [2.846, -10.733, -7.638], [1.046, -4.380, -8.159], [-0.606, -4.049, -9.009], [1.744, -6.941, -10.255], [1.175, -7.730, -8.742], [2.006, -6.171, -8.570], [-3.775, 7.186, 11.318], [-4.537, 6.099, 10.695], [-5.328, 5.511, 11.774], [-5.450, 6.656, 9.643], [-3.472, 5.147, 10.174], [-4.028, 3.924, 9.506], [-4.802, 4.359, 8.438], [-3.087, 7.713, 10.674], [-3.237, 6.755, 12.154], [-4.423, 7.946, 11.772], [-6.110, 6.244, 12.035], [-4.758, 5.296, 12.652], [-5.783, 4.649, 11.364], [-6.116, 7.314, 10.176], [-5.956, 5.783, 9.267], [-4.814, 7.150, 8.918], [-2.936, 4.812, 11.069], [-2.816, 5.726, 9.552], [-4.527, 3.292, 10.225], [-3.118, 3.351, 9.207], [-5.162, 3.620, 7.964], [-1.732, 4.751, 0.426], [-1.664, 4.348, -0.806], [-1.625, 5.967, 0.721], [-1.808, 3.901, 1.304]],
  "mulliken_charge": [-0.87, 0.03, -0.31, -0.69, 0.99, -0.70, -0.07, 0.88, -0.59, -0.23, 0.04, -0.37, -0.60, -0.75, 0.28, 0.33, 0.40, 0.41, 0.49, 0.42, 0.38, 0.47, 0.36, 0.39, 0.33, 0.34, 0.29, 0.36, -1.49, 0.45, -0.76, -0.34, -0.71, -0.35, 0.36, 0.40, 0.37, 0.38, 0.44, 0.42, 0.25, 0.36, 0.34, 0.27, 0.35, 0.24, -1.30, 0.06, -0.59, -0.43, -0.64, -0.23, 0.34, 0.37, 0.36, 0.38, 0.36, 0.38, 0.32, 0.36, 0.42, 0.26, 0.32, 0.24, -1.26, 0.00, -0.54, -0.30, -0.68, -0.34, 0.36, 0.36, 0.35, 0.31, 0.36, 0.43, 0.40, 0.40, 0.29, 0.32, 0.27, 0.27, -1.41, 0.20, -0.62, -0.39, -0.76, -0.31, 0.39, 0.36, 0.34, 0.39, 0.37, 0.40, 0.31, 0.43, 0.39, 0.27, 0.30, 0.34, -1.29, 0.10, -0.76, -0.42, -0.69, -0.24, 0.36, 0.37, 0.29, 0.41, 0.35, 0.40, 0.34, 0.44, 0.42, 0.32, 0.35, 0.20, -0.97, -0.31, -0.07, -0.15, -0.38, -0.33, 0.32, 0.33, 0.33, 0.35, 0.29, 0.20, 0.27, 0.18, 0.28, 0.25, 0.12, 0.29, -0.92, -0.22, -0.90, -0.89, -0.46, -0.57, -0.49, 0.39, 0.46, 0.39, 0.39, 0.36, 0.45, 0.43, 0.44, 0.33, 0.33, 0.44, 0.40, 0.35, 0.31, 0.93, -0.68, -0.60, -0.60],
  "e_tot_ev": -79420.790,
  "charge": 8,
  "lumo_ha": -0.4572
}